Entry 1:
One molecule with the formula C2H6S2, computed with ωB97M-V/def2-TZVPD.

Positions of all 10 atoms, in Å:
C (0.21, -0.41, 1.46)
C (-0.42, -0.11, 0.09)
S (0.83, 0.42, -1.05)
S (-0.30, 1.14, -2.63)
H (0.98, -1.20, 1.48)
H (0.69, 0.40, 2.01)
H (-0.60, -0.81, 2.08)
H (-0.88, -1.03, -0.27)
H (-1.18, 0.62, 0.36)
H (0.67, 0.98, -3.53)

Properties
LUMO: 0.6 eV
HOMO level: -0.30017 Ha
SMILES: CCSS
energy: -876.156454 hartree
total charge: 0
orbital gap: 8.758 eV
ΔE to the lowest compared entry with this formula, charge and spin: 0.382 eV

---

Entry 2:
An isolated ion of composition C2H6S2 and charge +1, computed with ωB97M-V/def2-TZVPD.

Positions of all 10 atoms, in Å:
C (0.55, -1.82, -0.38)
S (0.10, -0.72, 0.99)
S (-0.29, 1.10, 0.24)
C (-0.14, 1.00, -1.56)
H (1.05, -1.25, -1.15)
H (-0.38, -2.23, -0.77)
H (1.19, -2.58, 0.04)
H (-0.40, 2.00, -1.90)
H (-0.88, 0.31, -1.94)
H (0.88, 0.76, -1.83)

Properties
spin multiplicity: 2
LUMO (spin up / spin down): -4.2 / -7.6 eV
HOMO level (spin up / spin down): -0.53572 / -0.60284 Ha
energy: -875.870889 hartree
total charge: +1
orbital gap (spin up / spin down): 10.376 / 8.813 eV
ΔE to the lowest compared entry with this formula, charge and spin: 0.000 eV

---

Entry 3:
A 2-piece molecular cluster, C2H6Se overall, computed with ωB97M-V/def2-TZVPD.

Positions of all 9 atoms, in Å:
C (-0.05, -1.43, 0.16)
C (0.31, 1.38, 0.26)
Se (1.34, -0.08, -0.03)
H (-0.76, -1.29, -0.65)
H (0.42, -2.42, 0.09)
H (-0.54, -1.31, 1.12)
H (0.74, 2.35, 0.14)
H (-0.83, 1.51, -1.84)
H (-0.63, 1.29, 0.77)

Properties
LUMO (spin up / spin down): -0.2 / 0.2 eV
HOMO level (spin up / spin down): -0.26767 / -0.32764 Ha
energy: -2481.056831 hartree
total charge: 0
orbital gap (spin up / spin down): 7.063 / 9.078 eV
ΔE to the lowest compared entry with this formula, charge and spin: 3.693 eV

---

Entry 4:
One molecule with the formula C2H6Se, computed with ωB97M-V/def2-TZVPD.

Positions of all 9 atoms, in Å:
C (-0.89, 1.09, 0.56)
C (1.42, -0.68, -0.47)
Se (0.86, 1.17, -0.26)
H (-1.56, 0.28, 0.22)
H (-0.68, 1.05, 1.59)
H (-1.38, 2.14, 0.42)
H (1.61, -0.95, -1.50)
H (2.22, -1.10, 0.11)
H (0.47, -1.22, -0.19)

Properties
spin multiplicity: 3
LUMO (spin up / spin down): 0.8 / -2.2 eV
HOMO level (spin up / spin down): -0.13057 / -0.39775 Ha
energy: -2481.020905 hartree
total charge: 0
orbital gap (spin up / spin down): 4.396 / 8.580 eV
ΔE to the lowest compared entry with this formula, charge and spin: 1.195 eV

---

Entry 5:
A 39-piece molecular cluster, C2H79O40 overall, computed with ωB97M-V/def2-TZVPD.

Positions of all 121 atoms, in Å:
C (0.55, -0.33, 0.67)
C (-0.51, -0.06, -0.35)
O (-0.79, -0.84, -1.25)
O (-1.06, 1.07, -0.31)
H (1.01, 0.59, 1.04)
H (1.32, -1.02, 0.33)
H (0.18, -0.73, 1.61)
O (0.91, -3.31, -4.46)
H (1.17, -4.07, -4.98)
H (0.83, -2.60, -5.09)
O (1.03, 4.98, -2.81)
H (1.87, 5.39, -2.62)
H (1.18, 4.04, -2.67)
O (-5.23, -3.01, -3.64)
H (-4.51, -2.68, -3.10)
H (-4.83, -3.69, -4.18)
O (3.32, 2.36, -0.08)
H (3.99, 2.73, -0.65)
H (2.94, 3.12, 0.37)
O (4.30, -1.66, -1.93)
H (3.78, -2.37, -2.30)
H (4.52, -1.96, -1.04)
O (0.67, -0.43, -4.87)
H (0.00, 0.18, -4.58)
H (1.30, -0.46, -4.15)
O (3.57, 0.24, 1.65)
H (3.24, 0.88, 1.02)
H (4.51, 0.17, 1.45)
O (-5.87, 3.82, -1.19)
H (-6.34, 3.14, -1.66)
H (-5.02, 3.43, -0.98)
O (-6.27, -0.38, -0.16)
H (-6.28, -1.30, 0.09)
H (-5.35, -0.13, -0.15)
O (3.23, -3.99, -2.94)
H (2.40, -3.61, -3.21)
H (3.00, -4.84, -2.56)
O (6.06, 0.24, 1.19)
H (6.45, 0.42, 0.34)
H (6.59, 0.72, 1.81)
O (-1.70, -2.66, 1.95)
H (-1.61, -2.73, 1.00)
H (-1.33, -3.48, 2.29)
O (-3.95, 0.82, 0.55)
H (-3.00, 0.67, 0.54)
H (-4.05, 1.76, 0.45)
O (-3.30, -1.80, -2.07)
H (-2.36, -1.63, -2.15)
H (-3.45, -1.90, -1.13)
O (0.06, -4.82, 2.36)
H (0.41, -5.13, 1.53)
H (0.76, -4.99, 2.99)
O (3.41, -2.00, 3.35)
H (3.43, -1.37, 2.63)
H (4.24, -1.86, 3.81)
O (0.82, -0.64, 6.61)
H (1.03, 0.14, 6.10)
H (-0.01, -0.44, 7.03)
O (2.11, -4.37, 4.11)
H (2.24, -3.50, 3.73)
H (2.92, -4.54, 4.60)
O (-0.62, 2.50, -5.34)
H (-1.22, 2.38, -4.60)
H (-1.03, 2.02, -6.06)
O (1.33, 2.28, -2.06)
H (0.49, 1.86, -1.89)
H (1.80, 2.22, -1.23)
O (-3.11, 2.89, -1.24)
H (-2.55, 2.13, -1.09)
H (-2.50, 3.60, -1.45)
O (-1.23, 3.21, 4.30)
H (-1.05, 3.45, 3.38)
H (-2.02, 2.67, 4.26)
O (-0.86, 3.19, 1.51)
H (-0.86, 3.90, 0.87)
H (-0.95, 2.40, 0.99)
O (-0.15, -3.48, -1.90)
H (0.15, -3.37, -2.81)
H (-0.18, -2.59, -1.56)
O (3.31, 5.36, 3.15)
H (2.64, 5.00, 2.56)
H (4.08, 4.81, 3.01)
O (6.28, -2.39, 0.14)
H (6.19, -1.85, 0.92)
H (6.48, -1.78, -0.56)
O (1.05, 1.99, 5.27)
H (0.28, 2.50, 5.04)
H (1.53, 1.89, 4.45)
O (-2.52, -4.13, -0.59)
H (-2.76, -4.86, -1.16)
H (-1.72, -3.78, -0.98)
O (2.95, 0.28, -3.45)
H (2.65, 1.01, -2.91)
H (3.54, -0.21, -2.88)
O (-4.41, 3.01, 2.76)
H (-4.32, 2.66, 3.65)
H (-5.10, 2.48, 2.36)
O (0.31, -5.63, -0.27)
H (0.04, -6.32, -0.88)
H (0.09, -4.81, -0.72)
O (1.68, 4.42, 1.27)
H (1.39, 5.04, 0.60)
H (0.95, 3.81, 1.36)
O (-3.70, 1.30, 4.76)
H (-4.38, 1.04, 5.39)
H (-3.34, 0.47, 4.44)
O (-4.06, 2.13, -4.85)
H (-3.45, 1.77, -4.21)
H (-3.99, 3.08, -4.73)
O (-4.06, -0.82, 2.77)
H (-3.61, -1.51, 2.28)
H (-4.18, -0.12, 2.13)
O (4.70, -5.03, 1.16)
H (5.44, -4.71, 1.66)
H (4.64, -4.44, 0.40)
O (-1.78, 0.84, -3.34)
H (-1.31, 0.63, -2.54)
H (-2.50, 0.21, -3.37)
O (-0.93, 5.11, -0.36)
H (-0.35, 5.24, -1.11)
H (-1.76, 5.50, -0.64)

Properties
LUMO: 0.6 eV
HOMO level: -0.30266 Ha
energy: -3133.436082 hartree
total charge: -1
orbital gap: 8.870 eV
ΔE to the lowest compared entry with this formula, charge and spin: 3.086 eV

---

Entry 6:
A 2-piece molecular cluster, C2H7BO2S overall, computed with ωB97M-V/def2-TZVPD.

Positions of all 13 atoms, in Å:
B (-1.22, -0.25, -0.11)
C (-0.60, 1.11, -0.76)
C (2.35, -0.34, -0.15)
O (-1.35, -1.39, -0.81)
O (-1.53, 0.08, 1.16)
S (2.03, -1.20, 1.24)
H (-0.57, 1.32, -1.86)
H (-1.04, 1.96, -0.34)
H (1.64, -0.96, -0.86)
H (0.40, 1.30, -0.62)
H (-1.47, -2.10, -0.26)
H (-1.70, 0.95, 1.39)
H (3.06, -0.49, 1.97)

Properties
LUMO: -0.1 eV
HOMO level: -0.33781 Ha
energy: -653.875804 hartree
total charge: 0
orbital gap: 9.110 eV
ΔE to the lowest compared entry with this formula, charge and spin: 3.143 eV

---

Entry 7:
A 2-piece molecular cluster, C2H7Br2N3 overall, computed with ωB97M-V/def2-TZVPD.

Positions of all 14 atoms, in Å:
C (0.34, -0.23, 0.13)
C (-0.50, -1.08, -0.88)
N (1.47, 0.39, -0.15)
N (0.07, -0.51, 1.44)
N (-1.64, -0.56, -1.40)
Br (0.19, -2.74, -1.38)
Br (-0.33, 1.75, -3.28)
H (1.77, 0.53, -1.15)
H (1.94, 1.05, 0.50)
H (-0.77, -0.96, 1.64)
H (0.79, -0.21, 2.17)
H (-0.76, 2.59, -4.15)
H (-2.37, -1.20, -1.80)
H (-2.02, 0.35, -1.11)

Properties
LUMO: -10.5 eV
HOMO level: -0.65730 Ha
energy: -5392.001514 hartree
total charge: +2
orbital gap: 7.373 eV
ΔE to the lowest compared entry with this formula, charge and spin: 0.000 eV

---

Entry 8:
A 2-piece molecular cluster, C2H7BrSi overall, computed with ωB97M-V/def2-TZVPD.

Positions of all 11 atoms, in Å:
C (-0.22, -0.92, 1.25)
C (0.51, 0.14, -1.62)
Si (-0.59, 0.38, -0.10)
Br (0.04, 2.90, 1.88)
H (0.88, -0.72, 1.66)
H (-0.90, -1.07, 2.10)
H (-0.16, -1.75, 0.49)
H (1.05, 0.92, -1.96)
H (1.29, -0.73, -1.48)
H (-0.14, -0.23, -2.35)
H (-1.76, 1.07, 0.12)

Properties
LUMO: -1.1 eV
HOMO level: -0.30867 Ha
energy: -2943.840284 hartree
total charge: 0
orbital gap: 7.271 eV
ΔE to the lowest compared entry with this formula, charge and spin: 2.385 eV

---

Entry 9:
One molecule with the formula C2H7ClN2O, computed with ωB97M-V/def2-TZVPD.

Positions of all 13 atoms, in Å:
N (1.51, 1.34, 0.62)
N (0.85, 0.24, 0.25)
Cl (1.95, -1.26, -0.09)
C (-0.25, 0.50, -0.65)
C (-1.41, -0.89, -0.46)
O (-1.78, -0.91, 0.90)
H (1.85, 1.25, 1.56)
H (2.11, 1.69, -0.11)
H (0.06, 0.50, -1.63)
H (-0.61, 1.29, -0.12)
H (-0.94, -1.84, -0.61)
H (-2.16, -0.63, -1.21)
H (-1.18, -1.27, 1.54)

Properties
LUMO: 0.6 eV
HOMO level: -0.32415 Ha
SMILES: NN(Cl)CCO
energy: -725.212447 hartree
total charge: 0
orbital gap: 9.425 eV
ΔE to the lowest compared entry with this formula, charge and spin: 0.882 eV

---

Entry 10:
A 2-piece molecular cluster, C2H7ClN2O2P overall, computed with ωB97M-V/def2-TZVPD.

Positions of all 15 atoms, in Å:
C (-1.04, -1.18, 0.30)
C (-1.42, 1.11, 0.02)
N (0.06, 0.10, -1.40)
N (-1.05, -0.09, -0.63)
O (1.71, 0.63, 1.45)
O (3.54, 1.30, -0.15)
P (2.37, 0.45, 0.17)
Cl (2.94, -1.55, -0.12)
H (-1.04, -0.71, 1.27)
H (-1.81, -1.88, 0.12)
H (-0.01, -1.65, 0.12)
H (-1.45, 2.01, -0.72)
H (-2.52, 0.98, 0.30)
H (-0.74, 1.33, 0.80)
H (0.46, -0.86, -1.53)

Properties
LUMO (spin up / spin down): 3.6 / 3.7 eV
HOMO level (spin up / spin down): -0.14334 / -0.10670 Ha
energy: -1141.976000 hartree
total charge: -1
orbital gap (spin up / spin down): 7.460 / 6.612 eV
ΔE to the lowest compared entry with this formula, charge and spin: 2.076 eV

---

Entry 11:
A 2-piece molecular cluster, C2H7ClNO2P overall, computed with ωB97M-V/def2-TZVPD.

Positions of all 14 atoms, in Å:
C (1.32, 1.06, -0.19)
C (-1.67, -1.69, -0.22)
N (1.07, 0.61, 1.26)
O (-2.15, 1.38, 1.42)
O (-0.38, -1.15, 0.21)
P (-0.39, -0.16, 1.46)
Cl (-0.25, -1.03, 3.18)
H (1.50, 2.03, -0.13)
H (2.22, 0.55, -0.55)
H (0.55, 0.78, -0.83)
H (-2.16, -2.42, 0.43)
H (-1.46, -2.19, -1.27)
H (-2.35, -0.91, -0.46)
H (0.91, 1.37, 1.88)

Properties
LUMO (spin up / spin down): -0.2 / -0.3 eV
HOMO level (spin up / spin down): -0.32446 / -0.32753 Ha
energy: -1087.042587 hartree
total charge: 0
orbital gap (spin up / spin down): 8.661 / 8.585 eV
ΔE to the lowest compared entry with this formula, charge and spin: 5.731 eV

---

Entry 12:
C2H7ClNP as an isolated structure, computed with ωB97M-V/def2-TZVPD.

Positions of all 12 atoms, in Å:
C (1.46, 0.92, 0.68)
C (-0.67, -0.58, -1.86)
N (-0.53, -0.75, -0.63)
P (-0.05, 0.52, 1.28)
Cl (-1.06, -1.84, -2.98)
H (2.24, 0.77, 1.42)
H (1.72, 0.49, -0.28)
H (-0.62, 0.40, -2.29)
H (-0.61, -1.71, -0.28)
H (-1.09, 1.24, 0.71)
H (-0.04, 1.15, 2.52)
H (-0.77, -0.61, 1.71)

Properties
spin multiplicity: 3
LUMO (spin up / spin down): 0.7 / -2.6 eV
HOMO level (spin up / spin down): -0.14682 / -0.34777 Ha
energy: -936.447782 hartree
total charge: 0
orbital gap (spin up / spin down): 4.692 / 6.892 eV

---

Across the entries above, max |F| takes the values 1.510 0.749 1.574 4.854 2.442 4.630 5.020 4.648 6.679 4.618 5.828 6.958 eV Å⁻¹, respectively.